Record 1
The molecule C25H19F2N3O2, computed with ωB97M-V/def2-TZVPD.

```
51
Properties=species:S:1:pos:R:3:forces:R:3:nbo_charge:R:1
C 1.84563 6.83011 -4.00163 0.2 0.0 -0.1 -0.25
H 2.74600 7.27798 -3.56791 0.0 0.0 0.0 0.17
O 0.91548 6.47364 -3.00969 -0.2 -0.1 0.2 -0.49
C 1.28102 5.55158 -2.07494 0.0 -0.1 0.1 0.32
C 0.30745 5.23710 -1.12540 0.1 0.1 -0.1 -0.28
C 0.56927 4.32490 -0.12222 0.0 0.1 -0.1 0.08
C 1.81340 3.70404 -0.06426 0.2 -0.1 0.0 -0.28
C 2.77320 4.00557 -1.00879 -0.1 -0.1 0.2 -0.17
C 2.52076 4.92727 -2.01312 0.0 0.3 -0.3 -0.32
H 3.29231 5.14463 -2.73490 0.0 0.0 -0.1 0.22
H 3.73870 3.52265 -0.96884 0.1 0.0 0.0 0.21
H 2.01159 2.98418 0.71520 0.0 0.0 0.1 0.23
C -0.48520 3.98504 0.90393 0.1 0.1 -0.1 -0.26
N -0.74636 2.57028 0.94837 -0.6 0.0 -0.2 -0.25
C -1.75827 1.93387 0.26316 -0.3 0.0 -0.1 0.63
O -2.60523 2.47756 -0.42207 -0.2 0.1 -0.2 -0.63
C -1.54233 0.52610 0.60013 0.4 -0.1 0.3 -0.28
C -2.17079 -0.62802 0.28607 0.1 0.5 0.1 0.15
N -1.73831 -1.81468 0.77324 -0.4 0.2 -0.3 -0.35
C -0.61416 -1.89310 1.59535 0.6 0.3 0.4 0.12
C -0.15343 -3.12332 2.07138 0.0 0.0 0.1 -0.21
C 0.95350 -3.19967 2.89201 0.0 0.1 0.0 -0.26
C 1.61987 -2.03633 3.24798 -0.1 0.2 -0.1 0.39
C 1.20627 -0.80481 2.79770 0.0 -0.3 0.1 -0.25
C 0.08841 -0.72139 1.96792 0.2 -0.6 0.2 0.01
C -0.38409 0.52973 1.46306 -0.5 0.9 -0.5 0.15
N 0.06633 1.73811 1.65124 0.7 -1.0 0.7 -0.27
H 1.72485 0.09911 3.07050 0.1 0.1 0.1 0.25
F 2.69859 -2.12463 4.05022 -0.1 0.0 -0.1 -0.32
H 1.30571 -4.15117 3.25613 0.0 -0.1 0.0 0.23
H -0.64376 -4.04190 1.79828 -0.1 -0.1 0.0 0.23
C -2.44492 -3.02210 0.40023 -0.2 -0.3 -0.2 -0.22
C -1.64373 -3.92393 -0.51280 0.0 0.0 0.0 -0.07
C -0.71837 -3.39400 -1.40284 -0.1 -0.1 0.1 -0.18
C 0.00047 -4.22108 -2.24640 0.0 -0.2 -0.1 -0.26
C -0.22468 -5.58440 -2.19408 -0.1 0.1 0.1 0.40
C -1.14630 -6.13798 -1.32357 0.2 -0.1 -0.2 -0.27
C -1.85136 -5.29777 -0.48227 0.0 0.2 0.0 -0.19
H -2.57276 -5.71637 0.20433 -0.1 -0.1 0.1 0.21
H -1.29911 -7.20516 -1.30931 0.0 -0.1 0.0 0.23
F 0.47115 -6.39628 -3.01194 0.0 0.0 0.0 -0.32
H 0.72455 -3.82198 -2.93823 0.1 0.0 -0.1 0.24
H -0.55091 -2.32803 -1.44032 0.0 0.1 0.0 0.22
H -2.74193 -3.56841 1.30203 0.0 0.1 -0.1 0.21
H -3.36287 -2.72533 -0.11732 0.1 0.0 0.2 0.23
H -3.03922 -0.64542 -0.35639 -0.1 -0.1 0.0 0.23
H -1.42917 4.47588 0.65543 0.1 0.0 0.1 0.24
H -0.15299 4.29610 1.89943 -0.1 0.0 -0.1 0.22
H -0.65257 5.72338 -1.19881 -0.2 0.1 0.0 0.22
H 1.34333 7.56762 -4.62580 0.1 0.0 0.0 0.20
H 2.12848 5.96960 -4.61697 0.0 0.0 0.0 0.17
```
Positions in Å, forces in eV/Å.

Kohn-Sham gap   7.473 eV
E   -40233.5652 eV
Molecular weight   431.4 g/mol
E_HOMO   -7.56 eV
2S+1   1



Record 2
A structure of composition C25H19FeN5O7S2, computed with ωB97M-V/def2-TZVPD.

```
59
Properties=species:S:1:pos:R:3:forces:R:3:nbo_charge:R:1
Fe -0.34657 -0.91394 0.54727 0.0 0.5 -0.2 1.51
N 0.75479 2.95071 -0.89981 -0.1 -0.1 -0.1 -0.58
C -0.32268 3.86625 -1.00018 0.1 0.0 0.1 0.22
C -0.17089 5.03346 -1.72567 0.0 0.0 0.0 -0.25
C -1.23078 5.92420 -1.83106 0.0 0.0 0.0 -0.19
C -2.44381 5.63095 -1.23168 0.0 0.0 0.0 -0.21
C -2.59763 4.44737 -0.52184 0.0 0.0 0.0 -0.18
C -1.53206 3.57318 -0.38685 -0.1 0.1 -0.1 -0.25
S -1.70960 2.11228 0.58788 0.1 0.0 0.1 0.50
N -0.43876 1.14206 -0.00270 -0.1 0.1 -0.1 -0.74
C 0.57391 1.63872 -0.61554 0.2 0.0 0.0 0.45
C 1.62540 0.66073 -1.04892 0.0 0.1 0.2 0.17
C 2.65052 0.96343 -1.92619 0.0 0.0 0.1 -0.21
C 3.55466 -0.03611 -2.26131 0.0 0.0 0.0 -0.13
C 3.40922 -1.29536 -1.71120 0.0 0.0 0.0 -0.22
C 2.35265 -1.51768 -0.84200 0.0 0.0 -0.1 0.07
N 1.48503 -0.56298 -0.52269 0.0 -0.1 -0.2 -0.52
H 1.60704 3.22100 -1.35883 0.0 0.0 0.1 0.41
H 0.78084 5.25698 -2.19292 0.0 0.0 0.0 0.22
H -1.10265 6.84287 -2.38616 0.0 0.0 0.0 0.23
H -3.27335 6.31926 -1.31280 0.0 0.0 0.0 0.23
H -3.54422 4.21190 -0.05197 0.0 0.0 0.0 0.23
H 2.75901 1.94714 -2.35895 0.0 0.0 0.0 0.22
H 4.36091 0.17417 -2.95054 0.0 0.0 0.0 0.24
H 4.09458 -2.09672 -1.94484 0.0 0.0 0.0 0.24
H 2.18795 -2.48621 -0.38711 -0.1 0.0 0.0 0.23
O -1.97872 -1.42042 -0.63909 0.0 -0.3 0.0 -0.76
C -1.59269 -2.63016 -0.64883 0.2 0.1 0.1 0.76
O -0.52902 -2.95026 -0.03773 -0.2 -0.1 0.0 -0.78
C -2.38350 -3.66273 -1.36990 0.0 0.0 0.0 -0.17
C -3.41714 -3.28231 -2.21939 0.0 0.0 0.0 -0.13
C -4.16616 -4.24478 -2.87901 0.0 0.0 0.0 -0.21
C -3.89589 -5.59084 -2.68557 0.0 0.0 0.0 -0.19
C -2.86241 -5.93943 -1.83434 0.0 -0.1 0.0 0.08
C -2.09252 -5.00550 -1.17159 0.0 0.0 -0.1 -0.17
N -2.56988 -7.37382 -1.62136 0.0 0.1 -0.1 0.52
O -3.22651 -8.17626 -2.25079 0.0 0.0 0.0 -0.37
O -1.69047 -7.65451 -0.83528 0.0 0.0 0.0 -0.37
H -3.62387 -2.22899 -2.35011 0.0 0.0 0.0 0.24
H -4.96628 -3.94963 -3.54364 0.0 0.0 0.0 0.23
H -4.46777 -6.36472 -3.17523 0.0 0.0 0.0 0.25
H -1.28583 -5.31021 -0.52249 0.0 0.0 0.0 0.27
N -0.39668 -0.88332 2.63462 0.0 -0.4 0.2 -0.93
C 0.66752 0.01431 3.07371 -0.1 0.0 0.0 0.16
C 0.39876 1.07450 3.92424 0.0 0.1 -0.2 -0.27
C 1.40884 1.98377 4.19910 0.0 0.1 0.0 -0.16
C 2.67487 1.82559 3.64826 -0.1 0.0 -0.1 -0.30
C 2.94238 0.72694 2.84785 0.0 0.0 0.0 -0.18
C 1.93600 -0.18009 2.55460 0.1 -0.1 0.0 -0.31
S 3.93472 3.08698 3.89650 0.1 0.0 0.1 2.42
O 3.84263 3.38858 5.31131 0.0 0.0 0.0 -1.00
O 5.15987 2.43066 3.47340 0.0 0.0 0.0 -1.02
O 3.48237 4.15089 3.01426 0.0 0.0 -0.1 -1.01
H -1.28574 -0.61924 3.04912 0.0 0.1 0.0 0.41
H -0.21783 -1.84089 2.93589 0.0 0.1 0.1 0.40
H -0.59576 1.21344 4.33418 0.0 0.0 0.0 0.21
H 1.22498 2.83686 4.83914 0.0 0.0 0.0 0.25
H 3.94490 0.61094 2.45727 0.0 0.0 0.0 0.25
H 2.14334 -1.04301 1.92753 0.0 0.0 0.1 0.20
```
Positions in Å, forces in eV/Å.

Energy above the lowest of the compared OMol25 structures with the same formula, charge and spin   0.00 kcal/mol
Kohn-Sham gap (alpha / beta)   6.223 / 6.043 eV
E   -104073.1296 eV
Molecular weight   621.4 g/mol
E_HOMO (alpha / beta)   -7.69 / -7.69 eV
2S+1   5